Record 1
Formula: C6H5NS3
Source: the Open Molecules 2025 dataset
Level of theory: ωB97M-V/def2-TZVPD

Each line ends with the Mulliken charge.
Element x y z (Å)
C1 -3.106 0.747 -0.158  -0.24
S1 1.894 1.276 0.141  -0.13
C2 -2.784 -0.548 -0.114  -0.25
H1 3.791 0.211 0.848  0.26
C3 -0.679 0.341 0.208  0.06
C4 -1.389 -0.839 -0.011  -0.02
H2 -4.193 1.063 0.016  0.33
N1 0.976 -1.237 0.277  -0.54
S2 -0.393 -2.212 0.172  -0.02
C5 0.707 0.065 0.304  0.63
S3 -1.756 1.740 0.237  -0.15
C6 3.433 0.328 -0.210  -0.79
H3 3.953 1.002 -0.954  0.31
H4 -3.607 -1.349 -0.154  0.25
H5 3.152 -0.588 -0.601  0.31

Calculated values
Energy relative to the best compared isomer or geometry (same formula, charge and spin), kcal/mol: 0.0
Net charge: 0
2S+1: 1
Highest occupied orbital energy, eV: -8.18
SMILES: CSc1nsc2ccsc12



Record 2
Formula: C6H5P
Source: the Open Molecules 2025 dataset
Level of theory: ωB97M-V/def2-TZVPD

Each line ends with the Mulliken charge.
Element x y z (Å)
H1 -0.675 -3.348 0.141  0.02
H2 0.794 0.216 1.582  0.28
C1 -1.161 1.007 -0.784  -0.56
C2 -1.624 -0.322 -0.431  0.36
P1 -1.662 -2.431 0.586  -0.03
C3 0.047 1.180 -0.230  -0.35
H3 0.682 2.046 -0.308  0.40
H4 1.371 -0.501 0.080  0.27
H5 -1.693 1.712 -1.396  0.42
C4 0.507 -0.026 0.554  -0.34
C5 -0.693 -0.883 0.517  -0.07
C6 -2.153 -1.501 -1.017  -0.41

Calculated values
Energy relative to the best compared isomer or geometry (same formula, charge and spin), kcal/mol: 35.4
Net charge: 0
2S+1: 1
Highest occupied orbital energy, eV: -8.48



Record 3
Formula: C6H5P
Source: the Open Molecules 2025 dataset
Level of theory: ωB97M-V/def2-TZVPD

Each line ends with the Mulliken charge.
Element x y z (Å)
C1 -0.046 -0.882 -0.017  -0.23
C2 0.337 1.710 -0.331  0.02
C3 -0.657 1.096 -1.288  -0.35
P1 1.036 1.974 -1.990  0.00
C4 1.050 1.198 0.737  -0.35
H1 -0.175 -1.853 0.412  0.35
H2 1.716 1.920 1.121  0.41
H3 1.388 -0.668 1.609  0.34
H4 -1.613 1.598 -1.672  0.37
H5 -1.215 -0.760 -2.004  0.33
C5 0.753 -0.128 0.941  -0.41
C6 -0.670 -0.359 -1.145  -0.48

Calculated values
Energy relative to the best compared isomer or geometry (same formula, charge and spin), kcal/mol: 11.1
Net charge: 0
2S+1: 1
Highest occupied orbital energy (alpha / beta), eV: -7.44 / -7.43
SMILES: C1=CC2=P[C@H]2C=C1